[1]
Molecular formula: C2H8N2
Method: DFT, the ωB97M-V functional and the def2-TZVPD basis

## Properties
Relative energy (zero: lowest compared OMol25 entry of this formula, charge and spin) in eV: 0.252
SMILES: [H]/N=C/N.C
Highest occupied orbital energy in Eh: -0.3468
Kohn-Sham gap in Eh: 0.388

Positions of all 12 atoms, in Å:
H -3.043 -1.124 -1.635
N -2.695 -0.244 -1.260
C -3.668 0.283 -0.636
N -3.644 1.591 -0.231
H -4.640 -0.198 -0.511
H -4.013 1.895 0.649
H -2.970 2.165 -0.713
C 4.951 -0.849 0.869
H 4.068 -1.482 0.782
H 4.627 0.023 1.425
H 5.687 -1.468 1.374
H 5.339 -0.591 -0.112

Atomic partial charges in e from the Mulliken method, atoms 1 to 4: H 0.25; N -0.65; C 0.12; N -0.43

***

[2]
Molecular formula: C2H8N2
Method: DFT, the ωB97M-V functional and the def2-TZVPD basis

## Properties
Relative energy (zero: lowest compared OMol25 entry of this formula, charge and spin) in eV: 0.632
SMILES: [H]/N=C/N.C
Highest occupied orbital energy in Eh: -0.3467
Kohn-Sham gap in Eh: 0.382

Positions of all 12 atoms, in Å:
H 1.442 -0.677 -2.440
N 1.058 -0.307 -1.603
C 0.690 0.899 -1.812
N -0.239 1.542 -1.001
H 0.908 1.467 -2.680
H -0.295 2.580 -1.195
H -0.166 1.141 0.011
C -0.640 -1.310 2.139
H -0.980 -2.413 2.156
H -0.038 -1.244 1.322
H -1.565 -0.692 1.974
H -0.175 -0.984 3.128

Atomic partial charges in e from the Mulliken method, atoms 1 to 4: H 0.22; N -0.60; C 0.06; N -0.46

***

[3]
Molecular formula: C2H8N2
Method: DFT, the ωB97M-V functional and the def2-TZVPD basis

## Properties
Relative energy (zero: lowest compared OMol25 entry of this formula, charge and spin) in eV: 1.188
SMILES: C=N.CN
Highest occupied orbital energy in Eh: -0.3387
Kohn-Sham gap in Eh: 0.371

Positions of all 12 atoms, in Å:
C -3.648 -0.310 -0.060
N -4.450 0.278 -0.848
H -3.748 -0.255 1.014
H -2.826 -0.878 -0.493
H -4.143 0.072 -1.790
C 3.124 -0.485 0.203
N 4.013 0.555 0.717
H 2.960 -1.253 0.955
H 3.498 -0.863 -0.741
H 2.147 -0.022 0.081
H 4.931 0.558 0.305
H 3.697 1.490 0.561

Atomic partial charges in e from the Mulliken method, atoms 1 to 4: C -0.23; N -0.47; H 0.27; H 0.18

***

[4]
Molecular formula: C2H8N2
Method: DFT, the ωB97M-V functional and the def2-TZVPD basis

## Properties
Relative energy (zero: lowest compared OMol25 entry of this formula, charge and spin) in eV: 4.793
Highest occupied orbital energy (alpha / beta) in Eh: -0.2397 / -0.2917
Kohn-Sham gap (alpha / beta) in Eh: 0.233 / 0.328

Positions of all 12 atoms, in Å:
C -0.631 -0.635 -0.545
C -0.959 -0.563 0.881
N 0.084 0.431 -1.190
N 1.507 0.697 0.193
H -0.363 1.304 -0.897
H 2.276 0.220 -0.247
H 1.687 1.665 0.402
H -0.192 -1.593 -0.835
H -1.529 -0.498 -1.211
H -1.272 -1.493 1.344
H -1.555 0.293 1.200
H 0.950 0.172 0.906

Atomic partial charges in e from the Mulliken method, atoms 1 to 4: C -0.20; C -0.93; N -0.53; N -0.58

***

[5]
Molecular formula: C2H8N2O
Method: DFT, the ωB97M-V functional and the def2-TZVPD basis

## Properties
Relative energy (zero: lowest compared OMol25 entry of this formula, charge and spin) in eV: 1.470
Spin multiplicity: 2
Highest occupied orbital energy (alpha / beta) in Eh: 0.0501 / -0.1608
Total charge: -1
Kohn-Sham gap (alpha / beta) in Eh: 0.100 / 0.326

Positions of all 13 atoms, in Å:
C 0.817 -0.829 -0.265
C 0.454 0.367 -0.701
N -0.830 0.495 -1.353
N 1.930 -1.230 0.456
H 0.150 -1.640 -0.509
H 1.031 1.264 -0.543
H -1.535 0.859 -0.721
H -0.751 1.180 -2.099
H 2.807 -0.794 0.211
H 2.032 -2.233 0.463
H -2.264 1.282 2.303
H -1.471 0.472 1.294
O -2.370 0.807 1.463

Atomic partial charges in e from the Mulliken method, atoms 1 to 4: C -1.35; C -0.64; N -0.58; N -0.60

***

[6]
Molecular formula: C2H8N2O
Method: DFT, the ωB97M-V functional and the def2-TZVPD basis

## Properties
Relative energy (zero: lowest compared OMol25 entry of this formula, charge and spin) in eV: 1.971
SMILES: N/C=C/N.O
Highest occupied orbital energy in Eh: -0.3240
Kohn-Sham gap in Eh: 0.357

Positions of all 13 atoms, in Å:
N -0.623 0.064 1.836
C 0.357 0.269 0.871
C 0.822 -0.516 -0.108
N 1.817 -0.060 -0.964
H -0.894 -0.925 1.946
H -1.475 0.609 1.541
H 0.766 1.289 0.918
H 0.441 -1.472 -0.376
H 2.549 -0.756 -0.989
H 1.476 0.097 -1.927
O -2.002 0.140 -0.893
H -2.214 1.082 -1.058
H -1.019 0.181 -0.797

Atomic partial charges in e from the Mulliken method, atoms 1 to 4: N -0.52; C -0.19; C -0.58; N -0.57

***

[7]
Molecular formula: C2H8N2O
Method: DFT, the ωB97M-V functional and the def2-TZVPD basis

## Properties
Relative energy (zero: lowest compared OMol25 entry of this formula, charge and spin) in eV: 3.978
SMILES: C=NN.CO
Highest occupied orbital energy in Eh: -0.3372
Kohn-Sham gap in Eh: 0.355

Positions of all 13 atoms, in Å:
C 0.814 -1.409 -0.739
N 0.144 -0.393 -1.273
N -1.064 -0.708 -1.718
H 1.883 -1.267 -0.542
H 0.532 -2.443 -0.990
H -1.574 0.118 -2.032
H -1.677 -1.196 -1.059
C 0.181 1.564 1.561
O -0.416 0.341 1.224
H 1.117 1.368 2.102
H -0.472 2.161 2.210
H 0.367 2.214 0.697
H 0.165 -0.350 0.560

Atomic partial charges in e from the Mulliken method, atoms 1 to 4: C -0.45; N -0.21; N -0.42; H 0.30

***

[8]
Molecular formula: C2H8N2O
Method: DFT, the ωB97M-V functional and the def2-TZVPD basis

## Properties
Relative energy (zero: lowest compared OMol25 entry of this formula, charge and spin) in eV: 4.299
SMILES: [H]/N=C\N(C)O.[H][H]
Highest occupied orbital energy in Eh: -0.3230
Kohn-Sham gap in Eh: 0.348

Positions of all 13 atoms, in Å:
H 1.638 -0.893 1.215
N 0.891 -0.457 1.765
C -0.075 0.216 1.250
N -0.245 0.457 -0.163
C 0.713 0.045 -1.178
O -1.111 1.436 -0.518
H -0.847 0.596 1.912
H 1.397 -0.750 -0.846
H 1.311 0.914 -1.514
H 0.152 -0.356 -2.045
H -0.633 2.287 -0.356
H -1.701 -1.498 -0.014
H -1.490 -1.998 0.493

Atomic partial charges in e from the Mulliken method, atoms 1 to 4: H 0.22; N -0.67; C 0.10; N 0.18

***

[9]
Molecular formula: C2H8N2O
Method: DFT, the ωB97M-V functional and the def2-TZVPD basis

## Properties
Relative energy (zero: lowest compared OMol25 entry of this formula, charge and spin) in eV: 2.745
SMILES: C=O.NCN
Highest occupied orbital energy in Eh: -0.3393
Kohn-Sham gap in Eh: 0.362

Positions of all 13 atoms, in Å:
C -5.894 -1.815 -1.107
O -6.704 -1.215 -1.771
H -4.817 -1.587 -1.097
H -6.312 -2.174 -0.131
N 3.171 0.821 1.524
C 2.369 1.147 0.365
N 2.114 0.145 -0.655
H 2.745 0.359 2.305
H 3.917 1.462 1.717
H 2.877 1.987 -0.086
H 1.381 1.555 0.620
H 2.258 -0.822 -0.362
H 2.893 0.138 -1.322

Atomic partial charges in e from the Mulliken method, atoms 1 to 4: C -0.04; O -0.36; H 0.21; H 0.19

***

[10]
Molecular formula: C2H8N2O
Method: DFT, the ωB97M-V functional and the def2-TZVPD basis

## Properties
Relative energy (zero: lowest compared OMol25 entry of this formula, charge and spin) in eV: 5.315
SMILES: NNCCO
Highest occupied orbital energy in Eh: -0.3040
Kohn-Sham gap in Eh: 0.341

Positions of all 13 atoms, in Å:
N -1.087 1.042 -0.879
N -0.343 0.016 -1.226
C -0.008 -0.890 -0.041
C 1.110 -0.199 0.717
O 0.566 0.956 1.501
H -0.879 1.843 -1.334
H -1.833 0.547 -0.743
H -0.863 -0.366 -2.110
H 0.487 -1.704 -0.629
H -0.762 -1.020 0.778
H 1.692 -0.889 1.473
H 2.047 0.106 0.272
H -0.126 0.558 2.221

Atomic partial charges in e from the Mulliken method, atoms 1 to 4: N -0.38; N -0.35; C -0.22; C -0.65

***

[11]
Molecular formula: C2H8N2O
Method: DFT, the ωB97M-V functional and the def2-TZVPD basis

## Properties
Relative energy (zero: lowest compared OMol25 entry of this formula, charge and spin) in eV: 0.049
Spin multiplicity: 2
Highest occupied orbital energy (alpha / beta) in Eh: -0.5073 / -0.5509
Total charge: +1
Kohn-Sham gap (alpha / beta) in Eh: 0.376 / 0.311

Positions of all 13 atoms, in Å:
C -0.389 0.592 -0.823
C -0.958 -0.416 -0.054
N -1.832 -0.177 0.900
N 0.581 0.349 -1.733
H -0.643 1.627 -0.648
H -0.525 -1.402 -0.025
H -1.834 -0.811 1.683
H -2.140 0.771 1.059
H 0.453 -0.506 -2.279
H 0.676 1.096 -2.416
H 2.799 -0.863 1.571
H 1.788 0.073 0.962
O 2.024 -0.333 1.803

Atomic partial charges in e from the Mulliken method, atoms 1 to 4: C -0.29; C 0.12; N -0.30; N -0.38

***

[12]
Molecular formula: C2H8N2O2
Method: DFT, the ωB97M-V functional and the def2-TZVPD basis

## Properties
Relative energy (zero: lowest compared OMol25 entry of this formula, charge and spin) in eV: 0.412
SMILES: CNC(N)=O.O
Highest occupied orbital energy in Eh: -0.3475
Kohn-Sham gap in Eh: 0.368

Positions of all 14 atoms, in Å:
C 1.882 -0.412 1.193
N 1.162 0.152 0.058
C 0.253 -0.542 -0.689
N -0.444 0.263 -1.592
O 0.234 -1.758 -0.774
H 1.253 -1.238 1.534
H 1.844 0.294 2.017
H 2.882 -0.725 0.918
H 1.498 1.011 -0.356
H -1.002 0.987 -1.158
H -1.060 -0.301 -2.161
O -2.707 0.930 -0.003
H -2.249 0.276 0.542
H -3.545 1.064 0.472

Atomic partial charges in e from the Mulliken method, atoms 1 to 4: C -0.78; N -0.20; C 0.46; N -0.58

***

no.,electronic energy (hartree),largest force on an atom (eV/A)
1,-190.48959,0.79
2,-190.47562,4.40
3,-190.45518,1.10
4,-190.32272,1.34
5,-265.67350,0.63
6,-265.71072,2.00
7,-265.63694,4.96
8,-265.62516,3.45
9,-265.68228,3.60
10,-265.58781,7.35
11,-265.46966,1.79
12,-341.01529,2.17